Model one:
49
Properties=species:S:1:pos:R:3 method="wB97M-V/def2-TZVPD" gap_ev=3.80 total_charge=+3
Tl 0.09 -0.38 0.80
O -1.21 0.63 -1.72
O -0.63 1.34 2.93
O 1.64 0.93 -1.35
O 0.20 -3.23 1.14
N -0.95 -2.19 -1.38
N 1.05 2.40 0.74
C 1.02 -3.98 2.06
C 1.82 0.41 -2.66
C -2.05 -1.51 -2.07
C -1.42 -3.37 -0.65
C -0.25 -4.02 0.07
C -1.19 1.99 -2.12
C -1.70 -0.22 -2.71
C 2.48 2.20 0.46
C -0.58 2.71 2.64
C -1.51 1.01 4.02
C 2.58 1.92 -1.04
C 0.80 2.99 2.05
H -2.21 2.36 -2.33
H 2.83 0.01 -2.80
H -2.48 -2.22 -2.80
H 0.86 4.09 1.96
H -2.48 1.49 3.87
H -1.70 -0.07 4.00
H -0.65 2.07 -3.07
H -0.18 -2.55 -1.95
H -0.72 3.23 3.58
H 1.56 2.63 2.73
H 0.43 -4.78 2.50
H 1.36 -3.30 2.83
H 0.74 3.08 0.02
H -2.15 -2.98 0.06
H -1.00 -0.31 -3.56
H -1.38 2.98 1.93
H 3.02 3.14 0.64
H -0.72 -4.89 0.55
H 0.58 -4.36 -0.55
H -0.80 2.70 -1.40
H 2.26 2.86 -1.53
H 1.90 -4.38 1.56
H 1.17 -0.45 -2.81
H 1.59 1.13 -3.45
H -1.12 1.16 5.02
H 2.94 1.37 1.00
H -2.88 -1.40 -1.37
H 3.59 1.68 -1.37
H -2.58 0.19 -3.24
H -1.95 -4.12 -1.25


Model two:
49
Properties=species:S:1:pos:R:3 method="wB97M-V/def2-TZVPD" gap_ev=3.47 total_charge=+3
Tl 0.20 -0.42 0.21
O -2.01 -2.45 0.22
O -1.30 1.68 1.57
O 0.70 0.48 -2.48
O 2.77 -0.46 2.06
N 2.89 0.00 -0.84
N -2.65 0.27 -0.75
C 1.96 0.39 -3.09
C -1.75 -3.83 0.37
C 2.64 0.05 3.39
C -0.27 1.17 -3.28
C -2.67 1.90 1.23
C -2.88 1.65 -0.24
C 3.93 -0.63 -0.05
C -3.24 -2.12 -0.38
C -0.93 2.30 2.82
C -3.64 -0.62 -0.17
C 3.96 -0.06 1.40
C 2.93 -0.42 -2.24
H -3.90 1.88 -0.53
H -3.10 0.36 -1.65
H 2.33 1.40 -3.25
H 1.93 -0.02 -4.10
H 4.10 1.02 1.44
H -2.96 2.92 1.50
H -0.48 0.65 -4.22
H -2.32 2.37 -0.84
H -3.68 -0.50 0.91
H -4.04 -2.71 0.06
H 1.73 -0.37 3.84
H 2.79 -1.50 -2.31
H 3.97 -0.36 -2.55
H -4.65 -0.40 -0.51
H -1.50 -4.31 -0.58
H -3.34 1.37 1.91
H 4.90 -0.39 -0.50
H 2.40 1.12 3.36
H 3.51 -0.13 4.01
H 0.10 2.15 -3.57
H 4.79 -0.56 1.90
H -0.05 1.72 3.10
H -0.84 -3.84 0.96
H -0.70 3.36 2.66
H -1.20 1.29 -2.72
H -1.67 2.15 3.60
H 3.86 -1.71 -0.05
H -3.22 -2.33 -1.45
H -2.55 -4.50 0.71
H 3.17 0.98 -0.86


Going by the energies, model one is most stable and the next is 0.835 eV up.


Model one:
86
Properties=species:S:1:pos:R:3 method="wB97M-V/def2-TZVPD" gap_ev="3.83 / 6.59" total_charge=-2 spin_multiplicity=6
Ru 0.01 0.38 0.92
Cl 0.18 0.92 4.19
Cl 1.47 3.37 3.28
S 2.63 0.40 1.42
Si -2.32 0.40 1.40
O 1.00 4.25 0.06
O 0.56 4.10 -6.16
O 0.46 0.36 -1.19
O -0.03 2.37 0.60
O 0.56 -0.51 -5.20
O 0.57 5.58 -4.60
O 1.23 -1.26 -3.21
N -0.21 -1.41 1.35
N 3.33 -0.86 -0.85
N 0.57 4.41 -4.97
N 2.93 -2.21 0.96
N 0.75 -0.32 -3.95
C -0.01 -2.71 3.80
C 0.58 3.35 -3.99
C -0.24 -3.47 2.53
C 0.63 3.69 -2.65
C 0.58 2.01 -4.41
C -4.13 -0.42 -2.26
C -4.58 2.61 4.11
C -3.00 0.56 -0.35
C -3.16 1.77 -2.45
C -0.91 -2.70 -1.17
C -0.59 -5.55 1.34
C -2.44 3.12 2.42
C 0.63 0.99 -3.47
C -3.85 0.71 -3.02
C -0.77 -4.83 0.16
C 3.38 0.36 -1.64
C 0.57 3.15 -0.26
C -0.68 -3.45 0.11
C -0.38 -2.74 1.31
C 4.62 -3.78 0.06
C -0.34 -4.85 2.52
C -2.75 1.70 -1.13
C 1.30 2.23 4.60
C 2.98 -0.97 0.43
C -4.04 1.59 3.34
C -2.97 4.14 3.19
C -2.97 1.82 2.47
C 4.75 0.52 -2.28
C -4.05 3.89 4.04
C -3.70 -0.49 -0.94
C 3.14 -3.45 0.23
C 0.55 1.31 -2.05
C 0.60 2.69 -1.68
H -2.54 5.13 3.13
H 5.53 0.63 -1.53
H -3.89 -1.39 -0.37
H -2.18 2.52 -0.70
H 2.26 1.77 4.80
H -1.91 -2.27 -1.18
H -4.46 0.60 3.41
H 0.93 -2.14 3.77
H 5.11 -3.84 1.03
H -0.79 -1.97 3.96
H 0.02 -3.39 4.66
H -0.81 -3.36 -2.03
H 2.60 0.29 -2.39
H 4.73 -4.74 -0.45
H -5.41 2.41 4.78
H 5.00 -0.34 -2.91
H 3.27 -1.70 -1.41
H -4.15 0.76 -4.06
H -4.46 4.69 4.64
H 0.58 1.75 -5.45
H 0.67 4.72 -2.34
H 0.90 2.74 5.47
H -3.03 -0.78 1.97
H -0.23 -5.40 3.46
H 2.63 -4.23 0.80
H -2.91 2.64 -3.04
H 5.13 -3.02 -0.53
H -0.22 -1.87 -1.32
H 2.63 -3.41 -0.73
H 4.75 1.41 -2.91
H -1.58 3.31 1.79
H -0.65 -6.63 1.34
H 2.49 -2.24 1.86
H -4.65 -1.26 -2.71
H 3.16 1.19 -0.98
H -0.98 -5.36 -0.76


Model two:
86
Properties=species:S:1:pos:R:3 method="wB97M-V/def2-TZVPD" gap_ev="3.63 / 6.57" total_charge=-2 spin_multiplicity=6
Ru 0.09 -0.70 0.83
Cl 2.27 -2.43 4.20
Cl -0.59 -2.67 3.61
S 0.57 -3.16 0.16
Si 0.77 0.93 2.45
O -1.24 2.74 -1.88
O -2.87 -2.99 0.42
O -1.83 -1.28 1.38
O -6.35 -2.00 -2.77
O -1.04 0.47 -0.58
O -2.86 3.03 -3.25
O -6.29 -0.10 -3.98
N -2.27 2.36 -2.41
N 1.18 -2.01 -2.15
N -0.99 -2.88 -1.95
N -5.83 -0.87 -3.06
N 1.77 -0.21 0.29
C 1.60 1.56 -1.92
C 0.92 4.70 0.71
C -1.38 4.33 1.30
C -1.04 3.09 1.82
C 1.49 -2.17 -3.56
C -2.55 -1.81 0.44
C 4.17 -0.24 0.27
C 1.25 3.45 1.23
C -1.37 0.47 4.33
C 0.27 2.63 1.80
C -3.00 -0.90 -0.68
C -0.40 5.14 0.74
C 5.35 0.20 -0.31
C 0.66 -2.81 4.84
C -2.23 0.25 -1.05
C 5.34 1.08 -1.38
C 0.00 0.70 4.16
C 0.24 0.60 6.58
C -2.86 1.09 -2.02
C -1.95 -3.17 -4.22
C 1.79 -0.83 -4.21
C 0.22 -2.66 -1.44
C 4.16 -1.19 1.43
C 2.92 0.23 -0.24
C -1.93 0.32 5.59
C -4.05 0.74 -2.67
C -4.69 -0.46 -2.37
C 4.12 1.52 -1.90
C -1.59 -2.21 -3.10
C -4.16 -1.24 -1.33
C -1.13 0.39 6.72
C 2.91 1.11 -1.36
C 0.79 0.75 5.31
H -2.41 4.65 1.30
H 0.66 -2.67 -4.05
H -2.99 0.13 5.69
H -1.83 2.46 2.22
H -2.00 0.35 3.45
H 2.04 -0.97 -5.26
H 4.11 2.20 -2.74
H -4.46 1.39 -3.43
H 0.69 -3.82 5.21
H 2.22 1.07 2.76
H -0.66 6.10 0.31
H 3.86 -0.67 2.35
H -1.07 -3.59 -4.71
H 6.29 -0.16 0.09
H 3.44 -1.99 1.28
H -1.56 0.27 7.71
H 2.63 -0.34 -3.71
H -0.93 -1.41 -3.43
H 1.97 -1.79 -1.56
H 1.02 2.14 -1.21
H -2.51 -1.72 -2.74
H 1.69 5.31 0.25
H 0.87 0.64 7.46
H 0.93 -0.17 -4.14
H -2.55 -2.65 -4.97
H -4.69 -2.15 -1.05
H 5.16 -1.61 1.59
H 0.96 0.70 -2.16
H -1.65 -3.25 -1.25
H 0.45 -2.09 5.63
H 1.74 2.16 -2.83
H -2.54 -4.00 -3.83
H 2.28 3.11 1.18
H 2.36 -2.83 -3.65
H 1.86 0.91 5.21
H 6.27 1.42 -1.82


Going by the energies, model one is most stable and the next is 0.386 eV up.


Model one:
9
Properties=species:S:1:pos:R:3 method="wB97M-V/def2-TZVPD" gap_ev=9.25 total_charge=0
S -3.45 -0.25 0.21
O -3.45 1.01 -0.52
O -2.70 -1.32 -0.42
O 0.54 -1.77 0.62
O -1.58 0.57 1.32
C -0.56 0.39 0.71
C -0.13 -0.97 0.04
H -0.61 -1.00 -0.95
H 0.05 1.29 0.62


Model two:
9
Properties=species:S:1:pos:R:3 method="wB97M-V/def2-TZVPD" gap_ev=10.85 total_charge=0
S 0.89 1.27 0.43
O 0.35 2.27 1.25
O 2.22 1.39 -0.03
O -0.14 0.82 -0.76
O 0.55 -0.24 0.96
C -1.00 -1.43 -0.48
C -0.27 -0.39 -0.13
H -1.60 -1.39 -1.37
H -1.00 -2.31 0.13


Going by the energies, model two is most stable and the next is 0.133 eV up.


Model one:
18
Properties=species:S:1:pos:R:3 method="wB97M-V/def2-TZVPD" gap_ev=10.32 smiles="C=C(C)CCC(=O)O" total_charge=0
O 2.01 -2.07 0.67
O 0.46 -2.38 -0.91
C -1.95 2.01 1.17
C -1.13 1.55 0.25
C 0.77 -0.18 0.01
C -0.66 2.48 -0.86
C -0.75 0.11 0.04
C 1.05 -1.63 -0.19
H -2.41 1.46 1.98
H -1.44 2.76 -1.56
H 2.36 -2.92 0.40
H 0.10 2.02 -1.49
H -2.16 3.07 1.15
H -1.24 -0.28 -0.86
H -0.22 3.38 -0.44
H -1.16 -0.48 0.85
H 1.21 0.23 0.91
H 1.12 0.40 -0.84


Model two:
18
Properties=species:S:1:pos:R:3 method="wB97M-V/def2-TZVPD" gap_ev=9.63 total_charge=0
O 0.43 1.61 1.61
O 0.09 0.42 -2.38
C -1.00 0.47 -0.24
C 0.24 1.32 0.20
C 1.07 -0.01 -0.24
C 0.75 -0.88 0.93
C -0.86 -0.70 0.84
C -0.13 -0.22 -1.19
H -0.55 -1.13 -1.59
H 0.15 0.99 2.15
H 0.33 -0.32 -3.46
H 0.13 2.47 -0.36
H -1.25 -0.20 1.89
H 0.70 -2.01 0.73
H 2.07 0.09 -0.74
H 1.27 -0.86 1.88
H -2.19 0.62 -0.67
H -1.28 -1.65 0.66


Going by the energies, model one is most stable and the next is 6.254 eV up.


Model one:
18
Properties=species:S:1:pos:R:3 method="wB97M-V/def2-TZVPD" gap_ev=8.56 smiles="C=C(C)C(C)=C(O)O" total_charge=0
O 1.32 1.96 0.84
O 0.03 1.20 2.59
C 0.41 1.04 1.28
C 1.57 -0.27 -1.25
C 0.29 -0.27 -0.85
C -0.11 0.04 0.53
C -1.20 -0.82 1.13
C -0.79 -0.67 -1.83
H -0.87 -1.26 2.08
H -0.50 -0.44 -2.86
H -0.97 -1.75 -1.77
H -1.51 -1.64 0.49
H 1.84 -0.53 -2.27
H 2.39 -0.05 -0.58
H -1.73 -0.15 -1.64
H -2.10 -0.21 1.33
H 0.62 1.91 2.90
H 1.33 1.91 -0.13


Model two:
18
Properties=species:S:1:pos:R:3 method="wB97M-V/def2-TZVPD" gap_ev=9.23 smiles="C=CC(=O)C(C)(C)O" total_charge=0
O 1.49 1.13 -1.01
O -0.66 -0.62 1.10
C -1.73 1.04 -0.56
C 1.08 0.42 1.29
C 2.24 -0.25 1.60
C -0.62 0.04 -0.42
C -0.62 -1.08 -1.42
C 0.73 0.69 -0.16
H 0.68 1.15 1.99
H -2.68 0.63 -0.21
H -1.55 -1.66 -1.37
H 2.75 -0.86 0.86
H -1.85 1.32 -1.62
H 0.22 -1.77 -1.25
H -0.27 -1.52 1.13
H -1.53 1.97 -0.01
H -0.51 -0.68 -2.43
H 2.82 0.04 2.48


Model three:
18
Properties=species:S:1:pos:R:3 method="wB97M-V/def2-TZVPD" gap_ev=9.65 smiles=C[C@]12C[C@]1(O)CCO2 total_charge=0
O 1.24 0.60 -0.61
O 1.25 -1.05 1.34
C 0.10 -1.93 -0.40
C -0.48 0.76 1.25
C 0.26 -0.53 -0.70
C -0.06 -0.77 0.74
C -1.01 -0.10 -1.36
C 0.62 1.59 0.33
H -1.48 1.20 1.02
H -1.78 -0.59 -0.82
H 1.57 1.99 0.79
H -0.83 -2.08 -0.81
H -0.03 0.86 2.38
H 0.89 -2.69 -0.32
H 1.68 -0.12 1.05
H -0.16 2.34 -0.19
H -0.73 -0.57 -2.28
H -1.05 1.09 -1.40


Going by the energies, model one is most stable and the next is 1.678 eV up.


Model one:
14
Properties=species:S:1:pos:R:3 method="wB97M-V/def2-TZVPD" gap_ev="7.98 / 7.35" total_charge=0 spin_multiplicity=3
Cu -4.12 -1.25 -0.01
O 2.82 -0.13 -2.95
O 1.28 0.09 0.03
O -2.41 -1.00 0.58
O -1.90 1.12 1.18
O 4.10 -0.88 -1.25
O -3.93 0.57 0.50
C 0.11 0.52 -0.09
C -2.74 0.21 0.74
C -0.52 0.74 1.29
C 3.02 -0.34 -1.78
H 4.75 -1.10 -1.94
H -0.42 -0.15 1.93
H -0.03 1.59 1.78


Model two:
14
Properties=species:S:1:pos:R:3 method="wB97M-V/def2-TZVPD" gap_ev="6.70 / 7.18" total_charge=0 spin_multiplicity=3
Cu 3.60 2.14 0.08
O 3.72 0.38 -0.78
O -2.99 0.98 -1.28
O 1.99 -0.95 -0.40
O 2.13 1.10 0.55
O -1.42 -0.35 0.20
O -3.74 0.09 0.66
C 0.70 -1.10 0.19
C -0.33 -0.24 -0.48
C -2.86 0.31 -0.30
C 2.61 0.20 -0.21
H 0.76 -0.92 1.28
H 0.42 -2.15 0.03
H -4.58 0.52 0.45


Going by the energies, model one is most stable and the next is 0.534 eV up.